(1)
The following is a quantum chemistry calculation of an isolated molecule of C5H11N in a non-equilibrium geometry, from OMol25.

Element x y z (Å)
C: -1.67386 -1.05131 1.51928
C: -0.95515 -0.95201 0.17132
C: 0.09617 0.18212 0.09900
C: 1.51606 -0.23231 0.03654
N: 0.81859 0.23088 -1.16151
C: 1.10789 1.59005 -1.61868
H: -1.04139 -1.48311 2.30667
H: -1.97596 -0.05181 1.84387
H: -2.57792 -1.66981 1.46246
H: -0.58473 -1.96446 -0.10510
H: -1.63861 -0.69658 -0.63813
H: -0.14564 1.09018 0.63994
H: 1.21750 -1.23972 0.30348
H: 2.34549 0.37417 0.42237
H: 0.18538 1.99514 -2.05347
H: 1.87135 1.59440 -2.40548
H: 1.43485 2.28418 -0.82256

Calculated values
SMILES ... CC[C@H]1CN1C
Gap between HOMO and LUMO ... 0.364 Eh
E_HOMO ... -8.72 eV

Results of the natural (NBO) charge analysis, in e, for atoms 1 through 2: -0.61, -0.42

---

(2)
The following is a quantum chemistry calculation of a structure of composition C14H36HgN2O4 in a non-equilibrium geometry, from OMol25.

Element x y z (Å)
Hg: 0.18294 -0.42788 0.60528
C: 1.27060 -6.86396 -1.18092
C: 0.05734 -6.64373 -0.23827
C: -0.15760 -7.95394 0.50921
O: 0.35490 -5.54151 0.65126
H: 1.55629 -5.97110 -1.73702
H: 1.22864 -7.76941 -1.78633
H: 2.05526 -7.09050 -0.45905
H: -0.76323 -6.42764 -0.92243
H: -0.95902 -8.05311 1.24132
H: 0.71106 -8.21287 1.11460
H: -0.32821 -8.77763 -0.18398
C: 0.49130 4.30294 5.16874
C: -0.77601 3.40859 5.27254
C: -2.00914 4.16705 4.84935
O: -0.55369 2.20441 4.58365
H: 0.33619 5.31826 5.53364
H: 0.94713 4.36468 4.18056
H: 1.30627 3.89733 5.76825
H: -0.99201 3.19860 6.32009
H: -2.88560 3.52052 4.80560
H: -1.91352 4.49634 3.81469
H: -2.08271 5.09057 5.42363
C: 5.50189 2.72151 0.03789
C: 4.00356 2.37470 0.13642
C: 3.18552 3.26587 -0.81560
O: 1.74715 3.03840 -0.61580
C: 0.99043 4.26362 -0.72963
N: 3.82340 0.97122 -0.10573
H: 5.64336 3.68938 0.51883
H: 5.87349 2.69792 -0.98653
H: 6.04940 1.99145 0.63400
H: 3.69161 2.42683 1.17953
H: 3.40090 3.25314 -1.88404
H: 3.42274 4.31207 -0.62250
H: 1.03747 4.63088 -1.75481
H: 1.39076 5.02573 -0.06103
H: -0.05425 4.12352 -0.45193
H: 4.18946 0.72427 -1.01409
H: 4.34943 0.34739 0.48943
C: -2.88917 -0.51459 -4.93027
C: -2.66217 -0.32862 -3.48198
C: -3.82472 -0.77175 -2.59082
O: -3.54286 -0.49907 -1.26656
C: -4.39565 -1.06482 -0.27491
N: -1.53057 -1.09414 -3.04017
H: -3.12907 -1.53929 -5.21406
H: -2.01455 -0.15692 -5.47361
H: -3.68994 0.13125 -5.29049
H: -2.45587 0.72582 -3.29838
H: -3.90576 -1.85124 -2.71827
H: -4.73360 -0.25020 -2.89084
H: -5.37528 -0.59068 -0.33508
H: -4.01428 -0.99737 0.74396
H: -4.57195 -2.13057 -0.42050
H: -0.82692 -1.08398 -3.76465
H: -1.76089 -2.07752 -3.04239

Calculated values
Gap between HOMO and LUMO ... 0.060 Eh
E_HOMO ... -7.07 eV

Results of the natural (NBO) charge analysis, in e, for atoms 1 through 2: 0.15, -0.59

---

(3)
The following is a quantum chemistry calculation of a structure of composition C28H49BrNP3Sr in a non-equilibrium geometry, from OMol25.

Element x y z (Å)
N: -7.08314 5.46874 -6.66406
C: -6.89326 6.08190 -5.49430
C: -6.03419 5.58685 -4.50654
C: -5.31221 4.38893 -4.75011
C: -5.58523 3.71959 -5.97429
C: -6.46023 4.31506 -6.89348
C: -4.33535 3.85277 -3.81715
Sr: 1.49448 0.87412 -1.21002
P: 5.74429 -0.77228 -1.03169
C: -3.51377 2.81166 -4.10782
C: -2.68386 2.12211 -3.15360
C: -1.55332 1.44123 -3.65807
C: -0.75481 0.67927 -2.80037
C: -1.16255 0.53706 -1.46856
C: -2.17646 1.29278 -0.91684
C: -2.96419 2.09104 -1.77381
Br: 1.56388 -0.79370 1.04964
H: -4.23599 4.36098 -2.85362
H: -3.40738 2.46342 -5.14117
H: -5.94734 6.12363 -3.56580
H: -5.15702 2.74903 -6.20584
H: -7.44090 7.01477 -5.33652
H: -6.65338 3.83474 -7.85407
H: -1.31035 1.53493 -4.71834
H: -3.81910 2.65801 -1.40617
H: 0.13561 0.19031 -3.22014
H: -2.38604 1.26475 0.15945
P: -0.60161 -1.86109 -0.98447
C: 5.21189 0.97686 -0.88872
C: 6.40864 1.85615 -1.27535
H: 4.89436 1.15075 0.14886
H: 4.35878 1.17609 -1.56021
H: 6.27631 2.87817 -0.90789
H: 7.34385 1.46395 -0.85255
H: 6.53089 1.91003 -2.36320
C: 5.00934 -1.28080 -2.64009
C: 5.85005 -2.39670 -3.26396
H: 4.99123 -0.39122 -3.28570
H: 3.97079 -1.60388 -2.48213
H: 5.61097 -2.50579 -4.32655
H: 6.92123 -2.17662 -3.17821
H: 5.66313 -3.36116 -2.77703
C: 4.75156 -1.70466 0.18182
C: 5.55893 -2.04541 1.43113
H: 4.35662 -2.60711 -0.30428
H: 3.87331 -1.09362 0.45981
H: 4.99286 -2.73184 2.06989
H: 6.50290 -2.53287 1.15827
H: 5.78818 -1.15218 2.02465
C: -0.51315 -3.32927 0.17364
C: -1.62430 -4.37821 0.13999
H: -0.44006 -2.89102 1.17805
H: 0.45378 -3.81950 -0.01308
H: -2.57304 -4.00305 0.53585
H: -1.80432 -4.77233 -0.86746
H: -1.32920 -5.23013 0.76637
C: 0.52544 -2.50349 -2.31600
C: -0.03289 -2.43787 -3.73276
H: 0.77055 -3.53886 -2.04203
H: 1.48415 -1.95252 -2.24574
H: -0.82081 -3.18211 -3.88906
H: -0.43675 -1.45643 -3.99446
H: 0.77196 -2.64591 -4.44886
C: -2.26266 -2.11453 -1.72969
C: -3.37776 -1.71965 -0.75350
H: -2.35886 -3.15188 -2.07601
H: -2.30713 -1.45354 -2.60611
H: -4.15665 -1.16335 -1.29175
H: -3.86467 -2.59762 -0.31002
H: -3.03566 -1.07118 0.06422
C: -1.14465 -0.80729 3.47216
P: -0.68979 0.66357 2.46061
C: -2.08667 1.77156 2.88754
C: 0.51460 1.33958 3.68974
H: -2.05095 -1.27444 3.06737
H: -1.33539 -0.47914 4.50012
H: -0.31871 -1.52969 3.45798
H: -2.09669 1.92588 3.97668
H: -1.93242 2.72843 2.37055
H: -3.03288 1.32214 2.55529
H: -0.01785 1.46931 4.63923
H: 1.35167 0.64383 3.81001
H: 0.88445 2.30579 3.33295

Calculated values
Gap between HOMO and LUMO (alpha / beta) ... 0.157 / 0.157 Eh
E_HOMO (alpha / beta) ... -12.60 / -12.60 eV
Net charge ... +2

Results of the Mulliken charge analysis, in e, for atoms 1 through 2: -0.54, -0.33

---

(4)
The following is a quantum chemistry calculation of a cluster of 2 separate species, C5H13N2O2 in total in a non-equilibrium geometry, from OMol25.

Element x y z (Å)
O: -1.46156 3.18597 0.09639
C: -0.49090 2.67203 -0.39252
C: -0.47727 1.13981 -0.66288
C: 0.85402 0.57620 -0.12997
C: 1.00183 -0.85944 -0.50263
C: 1.17068 -1.32636 -1.76266
N: 0.97619 -1.82214 0.62509
N: -1.64882 0.48410 -0.02570
H: 0.37924 3.25057 -0.63564
H: -0.45349 1.05078 -1.84573
H: 1.70416 1.12363 -0.48785
H: 0.85829 0.70845 0.97876
H: 1.25650 -2.29791 -2.04313
H: 1.17152 -0.64369 -2.61854
H: 1.93328 -1.90057 1.10043
H: 0.74471 -2.80102 0.31125
H: 0.22449 -1.49174 1.40131
H: -2.36364 1.17917 0.28836
H: -2.07843 -0.13679 -0.66729
H: -1.40620 -0.41414 1.62874
H: -0.95061 -0.62322 3.12202
O: -0.94398 -1.05367 2.22219

Calculated values
Gap between HOMO and LUMO ... 0.380 Eh
E_HOMO ... -13.50 eV
Net charge ... +1

Results of the natural (NBO) charge analysis, in e, for atoms 1 through 2: -0.49, 0.42

---

> Number 4 is which compound?

C5H13N2O2